[1]
Below is a structure of composition C55H112N6O15, with properties calculated with wB97M-V/def2-TZVPD.

Structure (ORCA input):
```
! wB97M-V def2-TZVPD RIJCOSX def2/J DEFGRID3
* xyz 2 1
H -2.2064 10.1921 -6.5830
H 6.5918 -8.3113 -19.1407
C -3.3479 -9.9572 -6.5790
H 9.1607 -6.6221 -19.2234
C 0.3762 8.6713 -8.3072
N -2.3822 -10.5734 -7.6376
H 7.0444 -5.7912 -18.5854
H 7.0110 -6.0746 -22.2503
H -0.9045 6.8728 -8.6419
H 0.5212 -9.0450 -6.5395
H 17.5624 -9.2963 -13.5849
H 5.7408 -5.4297 -19.4636
C 1.1807 8.6980 -9.7139
C 5.9394 0.4332 -7.7738
H -5.6825 -1.3222 -7.5350
H 7.2927 -8.4617 -22.5625
H 8.0678 -0.3701 -9.5059
O -2.7461 -0.6868 -3.6523
H -8.0982 2.5479 -8.4961
C -9.9504 1.8731 -6.3001
C -7.3978 1.4671 -10.6040
H 5.9255 -1.6438 -7.1360
H 7.1261 -1.6645 -9.0420
H 5.0502 2.0629 -9.6947
H -4.5606 -8.7450 -8.0237
C 6.1090 -6.2700 -18.8751
H 13.8924 -9.7459 -14.0629
H 15.4583 -10.3801 -13.9385
H 12.9521 -5.2644 -12.8690
C 15.4956 -7.7506 -10.6471
H 5.3731 -0.5405 -5.9368
H -1.3340 -9.3636 -4.8947
C 3.8995 -0.8793 -7.3886
H -7.3680 -2.5900 -9.0277
H 6.7326 2.2523 -9.4930
O 4.2214 -0.4991 -11.0727
C 15.6000 -8.4132 -13.1816
H -3.2532 -8.2454 -5.1525
C -2.5792 9.5398 -7.3728
H 7.6223 -5.2702 -20.7573
H -8.0378 -0.8981 -10.5119
H 14.0728 -4.0176 -12.1736
O 7.4178 -0.4819 -16.8036
H 14.1170 -4.4080 -13.8772
H 9.6091 -8.7942 -22.4912
H -3.2684 6.1460 -7.1775
H 1.5809 -1.2601 -8.4035
H -9.2866 -0.6414 -9.3670
H -0.1042 1.7479 -14.5338
C -3.5991 -10.9668 -5.4284
O 9.3506 -8.1732 -13.3259
H -5.1071 -10.3750 -7.9227
H 4.3268 -7.1148 -18.0934
H -2.7608 -11.1009 -4.7447
H 8.7099 -8.2032 -18.9105
H -9.3614 1.5897 -9.1848
H 16.7021 -4.8237 -13.5906
H -5.3893 7.7864 -7.6958
H 9.3538 -10.1410 -21.3561
H -5.2665 -1.1690 -9.2459
H 1.9607 -0.0342 -9.5491
H 17.2418 -5.8838 -12.1931
C -0.1878 -10.6085 -8.9223
H -7.8768 1.4151 -6.4007
H 0.3334 9.7243 -8.0289
C -1.2924 -8.6379 -5.7070
N -2.0152 8.0804 -7.4324
N 4.6163 -0.4527 -9.7430
O -2.4032 1.4135 -3.9308
C -8.2021 -0.6130 -9.4728
H 4.5972 -5.5228 -17.3844
H -6.7769 2.3579 -10.5083
H -9.9872 2.9309 -6.5604
C 7.7095 -8.6270 -21.5691
N 7.6140 -7.3964 -20.6615
H 0.8384 -10.2411 -8.9224
C 7.1015 -0.8210 -9.7318
H -1.4757 8.4090 -9.4658
C -2.7519 -8.6148 -6.0472
H 9.1002 -8.7907 -14.0169
H 16.5744 -7.7134 -10.4954
C -3.2031 7.1016 -7.6979
H 7.0981 -9.4417 -21.1810
O 9.3863 0.5706 -16.3276
C -0.8112 -10.4530 -7.5056
H -0.1274 -11.6032 -9.3641
H -4.5894 7.5857 -6.1887
H -8.9883 0.0974 -6.7466
C 8.4474 -8.4346 -12.4277
C 13.9529 -4.8330 -12.8870
H -4.6706 9.8509 -8.1491
H 1.0060 8.0698 -7.6517
C -7.3534 -1.5515 -8.6970
H -10.8847 1.3259 -6.4253
H -4.5555 10.1061 -6.5740
H 17.6639 -7.6288 -14.0683
H 10.5152 -7.3965 -20.9294
H 16.7145 -4.2820 -12.0625
H -0.9785 6.6041 -6.3660
C 17.1866 -8.2995 -13.3539
C -6.0245 -0.9400 -8.4968
O 14.6599 -6.7443 -14.7844
H 7.0333 -1.0903 -10.7858
H 8.7854 -6.0498 -21.8469
C -8.5663 1.5652 -8.4395
O -0.7551 0.2085 -3.0955
C 10.0042 -8.2520 -20.4877
H -2.1934 10.0211 -8.2715
C 16.4870 -5.2066 -12.5930
C 8.7330 -0.4539 -16.6383
O -1.3428 2.1248 -13.6884
H -6.1944 1.1530 -7.6404
C 7.7656 -6.0878 -21.4639
H 14.1484 -8.9728 -11.5866
N -7.5479 0.8134 -9.2968
O -0.6899 4.2034 -13.9612
H 3.3302 -1.5727 -6.7695
H 13.7171 -6.5967 -10.8985
O 8.4665 -7.7453 -11.4222
C 6.3052 -7.4848 -19.7909
C -0.5012 -9.0637 -6.9169
H 10.7020 -8.8379 -19.8895
H 3.7381 -3.3440 -8.2015
H -7.9045 -1.6484 -7.7616
H 5.2595 -3.0464 -8.7995
H -0.6975 -8.2760 -7.6442
O 0.4205 2.4962 -14.8276
H -0.4906 -9.9856 -9.7639
H -9.8811 1.9475 -5.2148
H -0.8908 -7.6656 -5.4215
H 2.2236 8.9881 -9.5866
C -4.4336 7.9591 -7.2008
C 4.2228 -2.7692 -8.9906
H 7.5201 -1.4363 -16.7876
H -0.6894 8.2331 -5.8194
H -2.2434 7.5192 -5.3411
C 5.0922 -6.4333 -17.7222
H 5.4900 -6.8884 -16.8151
C 3.7671 -1.3376 -8.8815
H -3.7103 -11.9657 -5.8503
C -6.1765 0.6008 -8.5800
O 9.1643 -1.5954 -16.9233
O 7.4847 -9.1120 -12.8438
O -2.9142 -11.3928 -8.5888
C 9.1792 -9.0794 -21.5311
C 2.2353 -1.0453 -9.2483
C -0.2903 -11.4964 -6.4932
C -1.9270 0.3562 -3.5644
H 15.1240 -9.2679 -15.2588
H 15.0846 -8.1663 -9.7271
C 14.9352 -9.4611 -14.2028
C 5.3521 -0.7253 -7.0108
H -0.9028 -11.4751 -5.5918
H -3.3911 6.9877 -8.7655
H 5.4461 -7.8098 -20.3778
C -1.4771 7.5406 -6.1159
H 0.7260 9.5109 -10.2800
H 5.2781 1.2889 -7.6369
H 15.8491 -9.6441 -11.5127
H -6.9080 0.7770 -11.2911
H 3.8875 -3.1243 -9.9650
C -8.7852 1.1503 -6.9418
H -5.5124 -9.4565 -6.6609
H 1.8733 -1.7332 -10.0124
H 6.9054 0.7416 -7.3742
H 17.6612 -8.1889 -12.3789
H -3.2614 0.0553 -3.9768
H 1.0602 7.7063 -10.1501
C -0.9824 7.9594 -8.6041
H 6.1907 1.5973 -11.0507
C 5.9993 1.6077 -9.9777
C 14.7814 -6.4330 -11.0679
C -4.1156 9.4325 -7.3094
H -0.3853 -12.4539 -7.0052
C -0.5830 3.0179 -14.1450
C 8.8424 -7.5215 -19.7506
N 14.9426 -7.0698 -13.4941
C 5.9864 0.1873 -9.3483
H -5.4030 1.2838 -8.9311
H -8.3373 1.8207 -11.0285
H 3.3961 0.0845 -7.3134
H -3.0140 -7.7818 -6.6994
H 14.9310 -5.6135 -10.3649
C 15.2148 -8.7777 -11.7001
H 0.7511 -11.2965 -6.2407
C -4.6593 -9.5786 -7.3283
H -4.4847 -10.7863 -4.8191
C 15.0161 -5.8959 -12.4919
*
```

LUMO = -7.29 eV
gap between HOMO and LUMO = 0.81 eV

[2]
Below is a structure of composition C55H114CoN6O9, with properties calculated with wB97M-V/def2-TZVPD.

Structure (ORCA input):
```
! wB97M-V def2-TZVPD RIJCOSX def2/J DEFGRID3
* xyz 0 4
C -1.1970 2.3691 -5.4114
H 5.8042 2.8178 0.4879
N 4.2880 0.4675 -1.3643
O -1.9554 4.0028 -0.7684
H 0.4555 -7.5431 -4.0764
H 1.5107 -0.9080 7.1739
C 1.6005 3.8816 -4.9502
H -2.4936 -4.7702 -0.1570
H 0.6062 6.2540 1.0800
H -5.6908 -4.7230 2.6225
C 2.2953 -1.2890 3.7966
H 0.6555 -2.2412 2.7948
H -4.0780 -0.1167 4.7539
C 0.9302 -0.8300 -4.7075
H 1.9185 -2.2247 1.7953
C -1.6120 -4.3613 -0.6508
H 6.5575 -2.0646 -2.2401
H -1.1509 5.7018 2.9015
C -1.6910 -4.9351 -3.0722
H 0.0766 -1.4019 -5.0714
C -0.3425 -5.1593 -0.4960
O -5.1066 -2.6501 4.6904
O 3.0228 0.6817 -0.7162
H 2.5283 3.4459 -5.3210
C 0.0786 1.7418 3.3647
H -2.8384 0.5286 3.6306
H -1.4411 7.8685 -0.0556
H -1.0733 0.2185 -6.0646
H -0.1272 0.4071 5.7067
C -0.7164 0.2255 -0.4063
C 2.3958 2.1256 4.2569
H 0.8504 -1.0080 -3.6351
H 0.2096 4.6164 1.3893
C 1.4828 1.0622 -6.3551
H 2.4277 -2.3945 5.6683
H 5.1795 -0.8833 0.7548
C 6.6005 1.2097 -1.8015
C -3.2955 5.9116 2.7544
H -3.0262 3.8693 3.0575
C -0.8236 0.8592 -5.2189
H 7.3684 1.9361 -1.5353
C 0.9339 0.6237 5.5836
C -0.7150 3.1727 -4.2113
H 1.7612 -5.3247 -3.1308
C -3.6893 4.4961 2.4613
H 0.2484 2.1796 2.3810
H -6.7406 -4.2261 3.6067
C -0.0133 5.4377 0.7082
C -6.8178 -1.5176 2.6768
H 2.9631 1.8983 5.1595
C 7.0701 -0.1997 -1.5014
C -4.1741 -1.3840 0.6659
H -1.3881 6.5714 -1.2661
C 4.7899 2.8419 -1.8585
H 1.9569 3.1232 4.2415
H 4.2187 -1.2038 2.7943
O 1.0068 -6.9151 -1.3608
C -3.0409 -1.4165 1.7271
H 0.5082 3.2957 -1.7426
H -4.8491 -3.5413 0.6814
C 5.3168 1.5489 -1.1471
H -0.9091 -6.6937 -4.7952
H 4.2629 -0.6063 4.5471
H -6.5491 -0.4829 2.4638
N -0.1124 -6.0950 -1.6184
H -3.3217 6.0861 3.8300
C 1.2818 1.0857 4.1393
C -6.4317 -3.9238 2.6061
C 1.7634 -1.6827 5.1783
N -2.1631 4.4595 0.5306
H -5.6787 4.4909 0.1114
H -0.5560 0.8912 3.1159
H -1.2864 -1.5998 3.6790
H -4.6262 4.2532 2.9626
H 3.1784 0.4127 0.1921
H 1.0897 1.4153 6.3165
C -3.6876 -0.1465 3.7366
H -0.7218 2.7829 -6.3008
C 6.0171 -1.1224 -2.1486
H -1.2525 2.7652 -3.3551
C 1.7380 -2.3487 2.8631
H -7.2560 -4.0403 1.9024
H -2.8507 6.9294 -0.6267
H -4.5546 0.3715 3.3266
H 6.4793 1.3429 -2.8765
C -1.8017 -3.8830 -2.0505
H 5.6887 -0.7570 -3.1216
H -1.0008 -3.1651 -2.2275
C 0.8742 -4.9551 -3.6453
H 4.5924 1.7076 0.9090
C 4.6359 -1.0154 -1.4758
H -3.6446 -1.3863 -0.2868
H 5.5537 3.6114 -1.9700
H -7.1216 -1.5133 3.7236
H -1.0639 4.2021 -4.2937
C 0.7814 3.0474 -3.9565
O -0.2899 -0.6567 -1.1684
H 5.4617 -2.5415 0.1214
H -0.3364 2.4192 4.1110
H 4.2334 -2.2851 4.1949
H 0.7679 -2.1098 5.0572
H -2.9214 2.1354 1.4282
H 4.1372 3.3359 -1.1387
H 2.8080 -0.1495 6.4191
H -2.5981 -5.5181 -2.9131
C 3.5887 -1.7088 -2.3009
N 1.0884 1.5656 -3.9343
H 0.3629 4.9955 -0.2143
H -2.1661 -3.1667 3.9808
H -2.7658 -3.3749 -2.0303
C -5.7438 -2.5806 2.4320
H 3.1804 2.1661 3.5014
H -4.8589 5.9313 0.3246
C 0.7627 0.6308 -5.0270
H 0.9396 0.6780 -7.2185
N 1.7332 -0.0402 3.3074
H 6.3988 1.2153 0.7683
C -2.2188 -2.0780 3.9791
H 3.7970 -2.7767 -2.3664
C 1.0046 3.7583 -2.5956
C 3.8782 -1.3242 3.8227
H -2.2062 -2.0731 1.4815
C 5.5426 1.7654 0.3781
O 2.2877 1.2630 -3.5142
H 7.2460 -0.6049 -0.5050
C 0.8645 -4.1974 -0.3186
H -0.9023 -5.2778 1.6304
H -1.5801 3.1373 -0.5900
C -5.1588 -2.5380 0.9740
C -4.6626 4.8849 0.0907
H 1.7570 -4.7852 -0.1043
C -0.3450 -5.7685 -2.9938
H 1.9513 -3.3565 3.2194
H 1.4587 0.3271 1.4703
H 4.1531 2.8676 -2.7427
H -5.7327 -1.9728 4.9567
O 2.2377 0.3301 2.0315
H 8.0300 -0.3376 -1.9990
C -0.4410 -5.9008 0.8642
H 1.9734 4.7990 -4.4948
H -1.4229 0.4328 -4.4144
H 0.6038 -7.7801 -1.4655
H 1.7823 -1.4606 -4.9612
H 3.3454 -1.3637 -3.3058
H 0.6615 -3.5355 0.5234
H -4.8086 -0.4987 0.6247
C 4.8550 -1.6396 0.0402
H -2.2834 2.4323 -5.4737
H 1.4437 2.1215 -6.6088
H -4.5857 2.1939 1.2447
H 2.7121 1.4701 -4.3499
C -1.8098 6.8743 -0.3078
O 0.3284 0.4279 0.1997
C -0.4786 -7.0285 -3.8514
H 0.5644 -6.1534 1.2011
H 0.8951 -3.9153 -3.3193
H 2.4773 0.6290 -6.4619
C -3.6782 2.5901 0.7891
H -2.1887 -1.7094 5.0044
H 1.0426 -5.0219 -4.7202
O -0.7994 1.2527 -1.0761
N -4.6876 -2.3916 3.4097
H -0.8626 -6.9058 0.8413
C -1.8103 6.2178 2.2037
H 1.1381 4.1109 -5.9103
H 2.6004 -1.7835 -1.8474
H -2.5352 -0.4731 1.5212
C -3.4606 -1.5768 3.2292
H -6.0058 -2.3814 0.3060
Co 0.9747 0.8307 -1.7881
H -3.6133 2.2087 -0.2300
H -1.5295 -3.3496 -0.2537
C -3.5524 4.1693 0.9489
H -1.5540 7.2752 2.2696
H 0.5517 4.7498 -2.6047
C -1.5096 5.7585 0.7219
H 2.0169 3.8521 -2.2024
H -1.2888 -7.7071 -3.5842
C 1.8081 -0.5231 6.1985
H -4.4400 4.8653 -0.9761
H -3.8267 6.7032 2.2261
H -7.8069 -1.6854 2.2506
H -1.8800 -4.5433 -4.0716
H 1.1962 -3.5733 -1.1484
H 3.8290 -1.8432 0.3466
*
```

LUMO (spin up / spin down) = -0.23 / -0.22 eV
gap between HOMO and LUMO (spin up / spin down) = 7.05 / 6.91 eV

For reference, electronic energy by record: -3618.5400 -4551.7812 hartree.